# 1
C6H9FS in the gas phase in a non-equilibrium geometry, computed with ωB97M-V/def2-TZVPD.

Geometry as XYZ:
```
17
Properties=species:S:1:pos:R:3:lowdin_charge:R:1
C -0.632 -0.427 -0.444 -0.7536
C -0.080 -0.959 0.895 -0.1699
C 0.870 0.197 1.240 -0.1553
C 0.658 1.145 0.018 -0.1952
C -0.908 1.052 -0.063 -0.1270
C 0.609 0.164 -1.151 -0.3243
H -1.146 -2.324 -1.777 -0.1325
H 0.497 -1.927 0.747 0.1333
H -0.856 -1.115 1.626 0.1035
H 1.936 -0.141 1.344 0.1225
H 0.619 0.723 2.168 0.1093
H 1.215 2.090 0.044 0.1415
H -1.367 1.632 -0.906 0.1218
H -1.481 1.222 0.942 0.1529
H 0.324 0.662 -2.094 0.1618
F 1.668 -0.667 -1.263 0.0352
S -1.925 -1.326 -1.325 0.7758
```

- gap between HOMO and LUMO (eV) = 10.009
- molar mass (g/mol) = 132.20
- SMILES string = F[C@@H]1[C@@H]2CC[C@@]1(S)C2
- calculated total energy (eV) = -19919.766


# 2
A molecular structure, C19H22ClInN6O4S3 in a non-equilibrium geometry, computed with ωB97M-V/def2-TZVPD.

Geometry as XYZ:
```
56
Properties=species:S:1:pos:R:3:lowdin_charge:R:1
In 0.555 -1.455 0.026 0.7118
C -4.175 -2.366 -0.326 -0.4019
S -3.591 -2.692 1.365 0.8681
C -1.873 -2.815 1.126 -1.1181
S -1.197 -3.314 -0.357 0.6655
N -1.181 -2.589 2.205 -0.0832
N 0.101 -2.403 2.077 -0.1058
C 0.964 -2.485 3.017 -0.0327
C 2.334 -2.136 2.694 -0.2696
C 3.229 -1.747 3.691 -0.0018
C 4.503 -1.359 3.322 -0.0406
C 4.854 -1.417 1.982 -0.0269
C 3.906 -1.833 1.057 -0.1255
N 2.681 -2.186 1.402 0.0693
H -5.244 -2.545 -0.323 0.0296
H -3.655 -3.035 -1.006 -0.0118
H -3.963 -1.327 -0.562 0.0290
H 0.696 -2.768 4.034 0.1407
H 2.904 -1.700 4.721 0.1171
H 5.207 -1.012 4.064 0.1124
H 5.841 -1.125 1.660 0.1109
H 4.144 -1.870 0.002 0.1196
O 3.275 1.576 -0.226 -0.2287
S 2.166 0.694 -0.120 0.4116
O 0.929 1.485 -0.769 -0.1332
O 2.308 -0.511 -0.954 -0.3304
O 1.770 0.341 1.225 -0.2785
N -0.802 0.120 0.072 0.0381
C -0.337 1.245 -0.244 -0.5557
N -1.064 2.382 -0.164 -0.0622
C -2.324 2.387 0.540 -0.1531
C -2.233 3.239 1.815 -0.1592
C -1.306 4.444 1.603 -0.1911
C -1.219 4.804 0.123 -0.1820
C -0.559 3.655 -0.637 -0.1482
H -2.565 1.352 0.788 0.1055
H -3.097 2.785 -0.126 0.1217
H -1.851 2.631 2.635 0.1087
H -3.239 3.568 2.082 0.1069
H -0.300 4.196 1.949 0.1129
H -1.658 5.297 2.185 0.1051
H -0.620 5.705 -0.018 0.1115
H -2.214 5.002 -0.281 0.1095
H 0.524 3.668 -0.487 0.1250
H -0.748 3.753 -1.715 0.1248
Cl 1.991 -2.743 -5.736 0.6951
C 0.771 -2.091 -4.710 -0.6437
C -0.435 -1.653 -5.240 -0.0772
C -1.376 -1.126 -4.370 -0.0338
C -1.074 -1.054 -3.019 -0.1321
N 0.075 -1.495 -2.529 -0.0153
C 0.984 -2.005 -3.338 -0.1485
H -0.623 -1.720 -6.300 0.1104
H -2.327 -0.777 -4.741 0.1100
H -1.764 -0.640 -2.291 0.1046
H 1.904 -2.338 -2.873 0.1153
```

- gap between HOMO and LUMO (eV) = 7.363
- molar mass (g/mol) = 644.90
- calculated total energy (eV) = -87392.598


# 3
13 unconnected molecules or ions with the total composition H26O13, computed with ωB97M-V/def2-TZVPD.

Geometry as XYZ:
```
39
Properties=species:S:1:pos:R:3:lowdin_charge:R:1
O -4.595 2.317 -3.776 -0.0520
H -4.421 3.145 -4.224 0.0267
H -4.393 2.495 -2.857 0.0243
O -0.154 -3.468 4.881 -0.0544
H 0.643 -3.286 4.382 0.0253
H 0.156 -3.896 5.679 0.0281
O -0.001 -0.770 -6.176 -0.0551
H 0.318 -1.649 -6.379 0.0275
H -0.121 -0.771 -5.227 0.0262
O 3.278 -1.958 2.239 -0.0532
H 3.790 -2.170 1.459 0.0272
H 3.811 -1.316 2.709 0.0274
O -4.956 2.998 0.977 -0.0537
H -4.284 2.714 1.597 0.0246
H -5.755 3.060 1.502 0.0290
O -0.183 4.337 -0.442 -0.0541
H -1.018 4.796 -0.537 0.0308
H 0.344 4.643 -1.181 0.0281
O -1.656 -4.376 0.131 -0.0541
H -2.481 -4.596 0.565 0.0293
H -1.670 -3.422 0.060 0.0245
O 0.723 4.691 4.072 -0.0526
H 0.163 3.986 4.398 0.0259
H 0.848 4.489 3.145 0.0232
O -0.104 -4.739 -3.923 -0.0552
H 0.396 -4.255 -3.266 0.0264
H -0.797 -5.173 -3.426 0.0275
O 4.974 -2.367 -2.096 -0.0538
H 5.855 -2.704 -2.257 0.0293
H 5.092 -1.422 -2.001 0.0226
O 4.691 1.933 -1.181 -0.0524
H 4.278 2.591 -1.739 0.0291
H 4.469 2.202 -0.289 0.0274
O -0.349 -0.229 -0.389 -0.0518
H -0.448 0.714 -0.256 0.0246
H 0.472 -0.448 0.051 0.0259
O -2.219 0.957 4.388 -0.0551
H -2.973 0.805 4.958 0.0286
H -1.720 0.141 4.429 0.0279
```

- gap between HOMO and LUMO (eV) = 10.933
- molar mass (g/mol) = 234.20
- calculated total energy (eV) = -27038.812